{"formula": "C11H18N4SbSe4Sm", "method": "ωB97M-V/def2-TZVPD", "species": ["Sm", "C", "C", "N", "C", "C", "C", "C", "C", "C", "C", "N", "C", "C", "N", "N", "H", "H", "H", "H", "H", "H", "H", "H", "H", "H", "H", "H", "H", "H", "H", "H", "H", "H", "Se", "Sb", "Se", "Se", "Se"], "coordinates": [[-11.3410, 4.8970, -6.7240], [-8.5408, 4.6988, -8.2797], [-8.0020, 4.3105, -6.9375], [-9.1327, 3.7145, -6.1427], [-8.8793, 3.7260, -4.6893], [-9.1830, 5.0729, -4.1065], [-8.5199, 5.5045, -2.9479], [-8.7354, 6.8330, -2.5100], [-9.6538, 7.6486, -3.2174], [-10.2533, 7.1326, -4.3513], [-11.1823, 7.9568, -5.1639], [-11.3467, 7.4304, -6.5614], [-10.4851, 7.9610, -7.6514], [-9.2272, 7.1458, -7.8893], [-9.6091, 5.7410, -8.2164], [-10.1081, 5.8267, -4.7361], [-7.7084, 5.0577, -8.8866], [-9.0101, 3.8458, -8.7772], [-7.2338, 3.5344, -7.0032], [-7.5091, 5.0933, -6.3747], [-9.1630, 2.7060, -6.4015], [-9.4338, 2.9460, -4.1447], [-7.8226, 3.4857, -4.4887], [-7.8852, 4.7846, -2.4133], [-8.1359, 7.2545, -1.6592], [-10.0208, 8.5948, -2.8414], [-12.1824, 8.0517, -4.6667], [-10.7841, 9.0202, -5.2181], [-12.3214, 7.6651, -6.8325], [-11.0494, 8.0171, -8.5989], [-10.1557, 8.9679, -7.4078], [-8.6449, 7.5961, -8.6982], [-8.5935, 7.1784, -6.9974], [-10.0613, 5.7582, -9.1622], [-12.5408, 1.9852, -6.2915], [-14.1307, 3.0907, -7.9006], [-14.5607, 5.2331, -6.6098], [-12.4809, 3.8601, -9.6549], [-16.1227, 2.0357, -8.8326]], "lowdin_charge": [1.101, -0.194, -0.182, -0.162, -0.160, -0.255, 0.002, -0.007, -0.007, -0.256, -0.130, -0.168, -0.186, -0.191, -0.202, 0.048, 0.128, 0.121, 0.133, 0.117, 0.129, 0.146, 0.132, 0.128, 0.132, 0.124, 0.156, 0.145, 0.100, 0.142, 0.118, 0.129, 0.116, 0.096, -0.269, -0.357, -0.269, -0.253, -0.197], "spin_multiplicity": 6, "max_force_ev_per_a": 4.08, "relative_energy_kj_mol": 22.4, "e_lumo_ev": [-1.479, -1.465], "homo_energy_ev": [-6.34, -6.34], "gap_ev": [4.9, 4.9]}